# C29H57BClIN3O8P

2 unconnected molecules or ions with the total composition C29H57BClIN3O8P at a distorted geometry (ωB97M-V with the def2-TZVPD basis set, OMol25).

- F_max: 0.07446 hartree/bohr
- Energy above the lowest of the compared OMol25 structures with the same formula, charge and spin: 428.7 kJ/mol
- HOMO energy: -7.60 eV
- Frontier orbital gap: 6.4 eV
- LUMO: -1.23 eV
- Total charge: 0

Last column: Mulliken charge in e.
Atoms and positions in Å:
C 6.3830 -0.5873 0.0609  -0.88
C 6.2352 0.9676 0.4655  0.52
O 6.4617 1.8667 -0.6452  -0.47
C 5.2876 1.9782 -1.4803  -0.33
C 4.4531 3.3382 -1.2505  -0.73
C 3.0061 3.0113 -0.6227  0.92
C 1.8245 3.9209 -1.1911  -1.20
C 0.6291 4.1941 -0.1703  -0.74
C -0.0486 2.8855 0.4541  1.77
C -1.5928 3.0531 -0.0346  -1.31
C -1.8055 2.6959 -1.5746  -0.20
P -3.6873 2.7925 -1.8888  0.79
O -4.0034 3.5227 -3.1984  -0.83
O -4.2427 1.1805 -1.9960  0.05
C -5.1290 0.9851 -3.1194  -0.26
C -5.4781 -0.5942 -3.1912  -1.01
O -4.4130 3.5287 -0.5342  -0.36
C -5.5734 2.7898 -0.0726  -0.35
C -5.2035 1.6201 0.9792  -0.29
O 0.2798 1.5940 -0.0822  -0.90
B 0.0449 0.4990 0.8851  0.36
I -1.8969 -0.6136 0.6173  -0.36
C 1.1122 -0.7603 0.8786  -0.36
Cl 2.8742 -0.2625 0.7290  0.00
C 0.8638 -1.7426 2.1458  0.22
C 0.4511 -3.2384 1.7076  -0.85
O 0.1190 1.2407 2.1587  -0.45
C 0.0379 2.6969 2.0787  -0.45
C 1.3243 3.2719 2.8339  -0.80
C 2.2531 2.1402 3.4940  0.26
O 3.1287 2.8711 4.4303  -0.60
N -1.2534 2.9288 2.8158  0.88
C -1.5427 4.3779 2.9896  -0.88
C -1.2736 2.2197 4.1006  0.73
C -2.1464 0.8781 4.2718  -0.82
O -0.6779 2.6042 5.1362  -0.55
H 6.3928 -0.7283 -1.0787  0.26
H 7.3467 -1.0351 0.4869  0.31
H 5.5017 -1.2155 0.4473  0.20
H 5.2067 1.2014 0.9062  -0.39
H 6.9871 1.1302 1.3184  0.34
H 5.5969 1.9378 -2.5875  0.27
H 4.6645 1.0360 -1.3077  0.22
H 4.2811 3.7781 -2.2992  0.36
H 4.9960 4.0583 -0.5581  0.30
H 3.1168 3.0613 0.5053  -0.34
H 2.7656 1.9357 -0.9428  -0.12
H 1.4872 3.4964 -2.1934  0.20
H 2.2834 4.9509 -1.4311  0.38
H -0.1683 4.7741 -0.7610  0.35
H 0.9872 4.9379 0.6298  0.47
H -2.2995 2.3666 0.5566  -0.64
H -1.9913 4.1129 0.1689  0.50
H -1.5154 1.6386 -1.8630  0.22
H -1.2578 3.4069 -2.2809  0.30
H -4.6593 1.2302 -4.1301  0.29
H -6.1437 1.5024 -2.9775  0.26
H -6.0658 -0.8295 -4.1433  0.34
H -4.5227 -1.2117 -3.1635  0.18
H -6.1346 -0.9300 -2.3189  0.26
H -6.2273 3.5397 0.5007  0.38
H -6.2409 2.4090 -0.9235  0.11
H -6.0865 1.5408 1.6940  0.43
H -5.0510 0.6103 0.4821  0.08
H -4.2689 1.9769 1.5406  -0.14
H 0.8723 -1.3835 -0.0584  0.03
H 0.1115 -1.2702 2.8560  -0.42
H 1.8543 -1.8095 2.7059  0.42
H -0.6458 -3.4599 1.9659  0.33
H 0.5628 -3.4018 0.5758  -0.01
H 1.1662 -3.9606 2.2292  0.36
H 1.0710 3.9893 3.6943  0.44
H 2.0238 3.8776 2.1518  0.27
H 1.6816 1.3968 4.1314  -0.01
H 2.9459 1.6742 2.7275  -0.07
H 4.0398 2.5403 4.3332  0.36
H -0.7637 5.0565 2.4991  0.25
H -1.6048 4.7088 4.0858  0.34
H -2.5498 4.6897 2.5275  0.22
H -1.4052 0.0090 4.3412  0.07
H -2.8066 0.6978 3.3537  0.00
H -2.7520 0.8902 5.2293  0.46
C 1.2110 -9.4197 -2.2908  -1.44
C 0.8835 -8.4056 -1.2133  -0.17
N 0.2457 -7.1828 -1.7200  0.22
C 0.0654 -6.0335 -0.9728  -0.80
C -0.5301 -5.1216 -1.7844  -0.44
N -0.7124 -5.7357 -3.0041  0.15
C -0.2565 -6.9884 -2.9417  -0.23
C -1.3042 -5.1307 -4.1943  -0.82
H 1.8557 -8.9817 -3.0570  0.40
H 1.7275 -10.2771 -1.8578  0.36
H 0.3028 -9.7838 -2.7775  0.37
H 1.8030 -8.1076 -0.7035  0.37
H 0.2129 -8.8463 -0.4713  0.32
H 0.3953 -6.0112 0.0516  0.58
H -0.8495 -4.1017 -1.6484  0.73
H -0.2855 -7.7043 -3.7490  0.42
H -2.1878 -5.7010 -4.4823  0.34
H -0.5719 -5.1496 -5.0021  0.36
H -1.5884 -4.0997 -3.9882  0.29

Atoms 1-6, force components in eV/Å:
C -0.4 -0.3 -0.2
C -0.2 -0.7 0.7
O -0.4 -0.6 0.5
C -0.2 0.0 -0.5
C -0.9 -0.8 -0.3
C 0.2 -0.6 -0.8